[1]
{
  "formula": "C5H9NOS",
  "method": "the ωB97M-V functional and the def2-TZVPD basis",
  "multiplicity": 3,
  "s_squared": 2.007,
  "orbital_gap_ev": [5.335, 6.799],
  "e_above_lowest_kcal_mol": 39.0,
  "e_homo_ev": [-5.2, -9.5],
  "lumo_ev": [0.1749, -2.7233],
  "symbols": ["C", "C", "C", "C", "C", "N", "O", "S", "H", "H", "H", "H", "H", "H", "H", "H", "H"],
  "positions_angstrom": [[-2.0788, -0.6848, -0.1504], [-0.7216, -1.1535, -0.4332], [1.8581, 0.6202, -0.4739], [0.3440, -1.1003, 0.6338], [1.0049, 0.2780, 0.7419], [-1.9596, -1.9468, -0.2011], [-1.9937, 1.8887, -0.0412], [-3.0769, 0.6350, 0.1051], [-0.3721, -1.1050, -1.4611], [2.6166, -0.1434, -0.6339], [2.3584, 1.5746, -0.3266], [1.2495, 0.6920, -1.3718], [-0.1155, -1.3588, 1.5909], [1.1037, -1.8536, 0.4115], [0.2332, 1.0401, 0.8717], [1.6361, 0.2900, 1.6330], [-2.0863, 2.3275, -0.8945]],
  "atomic_forces_ev_per_a": [[0.4, 9.2, 0.1], [-1.5, 0.7, -0.5], [-0.1, 0.0, 0.2], [0.0, 0.0, 0.4], [0.0, -0.1, -0.2], [1.0, -8.3, 0.4], [0.4, -0.2, 1.0], [0.0, -0.7, -1.0], [-0.1, -0.3, -0.1], [0.1, -0.1, -0.1], [0.1, 0.1, -0.1], [0.0, 0.0, -0.2], [0.0, 0.0, -0.1], [0.0, -0.1, 0.0], [0.0, -0.1, 0.1], [0.0, 0.0, 0.0], [-0.3, -0.2, -0.1]]
}



[2]
{
  "formula": "C3H10NO2S",
  "method": "the ωB97M-V functional and the def2-TZVPD basis",
  "multiplicity": 1,
  "orbital_gap_ev": [8.653, 7.175],
  "e_above_lowest_kcal_mol": 91.4,
  "total_charge": 1,
  "e_homo_ev": [-12.4, -11.5],
  "lumo_ev": [-3.7951, -4.2800],
  "symbols": ["C", "C", "C", "N", "O", "O", "S", "H", "H", "H", "H", "H", "H", "H", "H", "H", "H"],
  "positions_angstrom": [[-1.4208, 1.5203, 0.4849], [-1.4873, 0.4863, -0.5764], [0.9566, -0.4838, 0.1155], [2.0036, -0.7530, -1.1356], [0.6795, -1.6769, 0.6145], [1.3849, 0.5854, 0.8088], [-2.3234, -1.0237, -0.3429], [-1.7361, 1.0541, 1.4630], [-0.3138, 1.7928, 0.7348], [-2.1356, 2.2601, 0.1919], [-1.1494, 0.7285, -1.5069], [2.1234, 0.2084, -1.6276], [2.8776, -0.8938, -0.5792], [1.6317, -1.5209, -1.6345], [-0.3651, -1.9304, 0.5371], [2.0182, 0.3628, 1.5061], [-2.7441, -0.7161, 0.9466]],
  "atomic_forces_ev_per_a": [[1.4, -1.5, 1.8], [1.1, -2.0, 3.2], [-2.2, 0.6, -2.6], [0.7, 4.2, 2.9], [-1.7, -0.4, 0.6], [0.5, -0.8, 0.0], [0.1, 0.9, 0.8], [0.0, 0.6, -0.9], [-2.2, 0.3, -1.0], [0.1, 1.2, 0.2], [0.5, 0.4, -2.6], [-0.5, -2.5, 0.5], [-0.5, -0.6, -1.3], [0.1, -0.9, -1.0], [2.4, 1.0, -0.1], [0.1, -0.1, 0.4], [0.3, -0.4, -1.1]]
}



[3]
{
  "formula": "C5H13NO",
  "method": "the ωB97M-V functional and the def2-TZVPD basis",
  "multiplicity": 1,
  "orbital_gap_ev": 7.190,
  "e_above_lowest_kcal_mol": 102.0,
  "e_homo_ev": -6.7,
  "lumo_ev": 0.5187,
  "symbols": ["C", "O", "H", "H", "H", "H", "C", "C", "C", "N", "C", "H", "H", "H", "H", "H", "H", "H", "H", "H"],
  "positions_angstrom": [[-2.0487, 0.1426, -0.6865], [-1.8753, -0.1629, -2.0718], [-1.1409, 0.3605, -2.4048], [-2.2182, 1.2114, -0.5134], [-2.9418, -0.3901, -0.3541], [-0.5002, 0.3896, 0.1306], [1.3375, 1.2874, 1.2436], [1.2818, 0.0550, -0.9801], [0.6862, 0.1773, 0.4307], [-0.4386, -1.8670, 0.5199], [0.4071, -1.0380, 1.1317], [-1.1395, -1.2643, -0.0636], [-0.8533, -2.5986, 1.0825], [0.6109, -1.1514, 2.1950], [0.9333, 1.3409, 2.2566], [2.4211, 1.1506, 1.3128], [2.3600, -0.1181, -0.9236], [1.1264, 0.9825, -1.5388], [0.8294, -0.7640, -1.5375], [1.1628, 2.2565, 0.7711]],
  "atomic_forces_ev_per_a": [[0.4, -0.1, 0.3], [0.0, 0.1, -0.1], [-0.1, -0.1, 0.0], [-0.1, 0.0, -0.1], [0.0, 0.0, 0.0], [-0.3, -0.1, -0.1], [0.0, -0.1, 0.0], [-0.1, 0.0, 0.1], [0.4, -0.1, 0.1], [0.4, 0.1, 0.3], [-0.5, 0.1, -0.4], [-0.1, 0.3, -0.1], [0.1, 0.1, 0.0], [0.0, 0.0, 0.0], [0.0, 0.0, 0.0], [0.0, 0.0, 0.0], [0.0, 0.0, 0.0], [0.0, 0.0, 0.0], [0.0, 0.0, 0.0], [0.0, 0.0, 0.0]]
}



[4]
{
  "formula": "C12H19AlClF3NO9",
  "method": "the ωB97M-V functional and the def2-TZVPD basis",
  "multiplicity": 1,
  "orbital_gap_ev": 6.842,
  "total_charge": -1,
  "e_homo_ev": -4.6,
  "lumo_ev": 2.2502,
  "symbols": ["C", "C", "C", "Cl", "Al", "N", "H", "H", "H", "H", "H", "H", "H", "H", "H", "H", "C", "C", "O", "C", "O", "O", "F", "H", "H", "H", "C", "C", "O", "C", "O", "O", "F", "H", "H", "H", "C", "C", "O", "C", "O", "O", "F", "H", "H", "H"],
  "positions_angstrom": [[-0.2780, -2.4407, 2.5478], [-0.9485, -1.5165, 1.4758], [-1.9391, -0.4812, 2.1179], [-1.2475, 0.2237, 3.6870], [-3.7996, -1.3106, 2.3835], [-3.8541, -3.2091, 2.2432], [0.7152, -2.0221, 2.7907], [-0.8869, -2.5453, 3.4566], [-0.1439, -3.4405, 2.0949], [-1.5441, -2.1535, 0.8176], [-0.1509, -0.9774, 0.9249], [-2.0483, 0.3825, 1.4234], [-4.7565, -0.6898, 1.2341], [-4.3517, -0.8892, 3.8371], [-3.3609, -3.6898, 2.9839], [-3.5975, -3.5649, 1.3310], [0.7000, 2.5011, 1.5288], [0.1561, 3.7727, 0.9489], [0.7174, 3.7835, -0.3582], [0.8936, 2.4831, -0.7032], [1.0959, 2.1060, -1.8170], [0.8087, 1.6690, 0.3666], [0.5984, 4.8632, 1.6270], [1.6889, 2.6355, 1.9726], [0.0364, 2.0591, 2.2675], [-0.9331, 3.8056, 0.8770], [-1.8095, -0.5054, -2.6062], [-2.6806, -1.3097, -3.5266], [-2.4404, -2.6355, -3.1002], [-2.1243, -2.5607, -1.7756], [-2.1189, -3.4906, -1.0448], [-1.8232, -1.2851, -1.4113], [-2.2875, -1.1856, -4.8249], [-0.7840, -0.4189, -2.9730], [-2.2036, 0.4928, -2.4236], [-3.7472, -1.0878, -3.4464], [4.1269, 1.9338, -1.5527], [4.6748, 0.7274, -2.2567], [5.9630, 0.5857, -1.6773], [5.8756, 1.0960, -0.4186], [6.6754, 0.9103, 0.4354], [4.7514, 1.8380, -0.2665], [4.8148, 0.9466, -3.5913], [4.4287, 2.8675, -2.0339], [3.0387, 1.9140, -1.4688], [4.0998, -0.1874, -2.0964]],
  "atomic_forces_ev_per_a": [[0.1, 0.1, -0.9], [0.0, 0.6, 1.5], [0.2, -0.5, -0.8], [0.1, 0.2, -0.4], [-0.4, -0.6, 0.4], [-0.1, 1.2, 0.0], [-0.5, -0.3, 0.2], [0.2, 0.1, -0.3], [0.1, 0.3, 0.3], [0.3, 0.3, 0.0], [-0.3, -0.5, 0.0], [0.2, -0.3, 0.5], [0.1, 0.1, -0.4], [0.0, 0.0, 0.2], [0.1, -0.3, -0.2], [0.2, -0.3, 0.2], [-0.1, -0.4, 0.6], [0.3, 0.4, 0.2], [-0.3, -0.3, -0.1], [-0.2, -0.3, 0.0], [-0.2, 0.1, -0.1], [0.1, 0.4, -0.3], [-0.1, 0.0, -0.2], [0.0, 0.2, -0.1], [-0.1, -0.3, -0.1], [0.1, 0.1, 0.0], [0.2, 0.7, 0.3], [0.2, -0.2, -0.4], [-0.3, 0.4, 0.0], [0.2, -0.2, 0.7], [0.1, -0.1, -0.1], [-0.2, -0.3, -0.7], [-0.1, 0.0, 0.0], [-0.1, -0.1, -0.2], [0.0, -0.1, 0.2], [0.0, 0.0, -0.2], [-0.7, 0.4, 0.2], [0.3, 0.1, -0.4], [-0.5, -0.1, 0.1], [0.3, 0.1, 0.5], [0.1, 0.0, 0.0], [0.2, -0.2, -0.3], [0.0, -0.1, 0.1], [0.1, -0.2, -0.1], [0.5, -0.1, 0.1], [0.0, 0.0, -0.2]]
}



[5]
{
  "formula": "C30H23ClN4OsPSSe4",
  "method": "the ωB97M-V functional and the def2-TZVPD basis",
  "multiplicity": 1,
  "orbital_gap_ev": [4.631, 4.629],
  "e_above_lowest_kcal_mol": 33.7,
  "total_charge": 1,
  "e_homo_ev": [-10.3, -10.3],
  "lumo_ev": [-5.6210, -5.6234],
  "symbols": ["Os", "Se", "Se", "Se", "Se", "Cl", "C", "C", "C", "C", "C", "C", "P", "C", "C", "C", "C", "C", "C", "C", "C", "C", "C", "C", "C", "H", "H", "H", "H", "H", "H", "H", "H", "H", "H", "H", "H", "H", "H", "S", "C", "N", "C", "C", "N", "C", "C", "C", "C", "C", "C", "C", "C", "N", "C", "N", "H", "H", "H", "H", "H", "H", "H", "H", "H"],
  "positions_angstrom": [[-1.2908, 0.4969, 1.8720], [-0.7818, 4.2093, 2.2262], [-2.9061, 4.5863, 2.2535], [-3.8807, 2.9700, 0.8192], [-2.1284, 1.7351, 0.0117], [-3.4649, -0.5222, 2.1731], [-3.2821, -2.1522, 1.5078], [-4.2871, -3.0582, 1.7922], [-4.1608, -4.3474, 1.2994], [-3.0521, -4.7043, 0.5429], [-2.0707, -3.7690, 0.2648], [-2.1710, -2.4620, 0.7422], [-0.8809, -1.2089, 0.4244], [0.6605, -2.1077, 0.7737], [1.0312, -2.2152, 2.1149], [2.1717, -2.9115, 2.4787], [2.9592, -3.5051, 1.5003], [2.5950, -3.4104, 0.1660], [1.4485, -2.7165, -0.1990], [-0.9242, -0.9761, -1.3796], [-2.0783, -1.2625, -2.1046], [-2.1388, -0.9880, -3.4640], [-1.0510, -0.4218, -4.1102], [0.0989, -0.1190, -3.3937], [0.1618, -0.3912, -2.0363], [-5.1421, -2.7633, 2.3846], [-4.9316, -5.0754, 1.5125], [-2.9513, -5.7166, 0.1766], [-1.2092, -4.0511, -0.3287], [0.4148, -1.7672, 2.8895], [2.4447, -2.9954, 3.5222], [3.8535, -4.0455, 1.7805], [3.2014, -3.8817, -0.5961], [1.1716, -2.6579, -1.2435], [-2.9392, -1.6947, -1.6106], [-3.0394, -1.2181, -4.0172], [-1.0982, -0.2171, -5.1714], [0.9500, 0.3268, -3.8922], [1.0706, -0.1598, -1.4951], [-2.2878, 2.5545, 6.0905], [-1.8784, 1.9845, 4.6651], [-1.5641, 1.5819, 3.5976], [2.6663, 1.7350, 2.9891], [1.3415, 1.3522, 2.9614], [0.6593, 1.2428, 1.8072], [1.2900, 1.5058, 0.6562], [2.6330, 1.8477, 0.5910], [3.3218, 1.9705, 1.7941], [3.3812, 1.9125, -0.6815], [3.0871, 2.3950, -1.8904], [1.9136, 3.1125, -2.4130], [1.8975, 3.4441, -3.7641], [0.8048, 4.1484, -4.2358], [-0.2051, 4.4971, -3.4454], [-0.1014, 4.1179, -2.1778], [0.8969, 3.4499, -1.6131], [3.1746, 1.8218, 3.9384], [0.7862, 1.1540, 3.8671], [0.7027, 1.4149, -0.2409], [4.3730, 2.2305, 1.7895], [4.3596, 1.4477, -0.6039], [3.8626, 2.2632, -2.6372], [2.7073, 3.1610, -4.4219], [0.7360, 4.4425, -5.2768], [-0.9309, 4.3806, -1.5320]],
  "atomic_forces_ev_per_a": [[0.0, 0.1, 0.1], [-0.5, -0.1, 0.0], [0.3, -0.3, -0.1], [0.3, 0.1, 0.2], [-0.1, 0.2, -0.1], [0.1, 0.0, 0.0], [0.0, 0.1, 0.0], [0.0, 0.0, -0.1], [0.0, 0.0, 0.0], [0.0, 0.0, 0.0], [0.0, 0.0, 0.0], [0.0, 0.0, 0.0], [0.0, 0.0, 0.1], [0.0, 0.0, 0.0], [0.0, 0.0, 0.0], [0.0, 0.0, 0.0], [0.0, 0.0, 0.0], [0.0, 0.0, 0.0], [0.0, 0.0, 0.0], [0.0, -0.1, 0.0], [0.0, 0.0, 0.0], [0.0, 0.0, 0.0], [0.0, 0.0, 0.0], [0.0, 0.0, 0.0], [0.0, 0.0, 0.0], [0.0, 0.0, 0.0], [0.0, 0.0, 0.0], [0.0, 0.0, 0.0], [0.0, 0.0, 0.0], [0.0, 0.0, 0.0], [0.0, 0.0, 0.0], [0.0, 0.0, 0.0], [0.0, 0.0, 0.0], [0.0, 0.0, 0.0], [0.0, 0.0, 0.0], [0.0, 0.0, 0.0], [0.0, 0.0, 0.0], [0.0, 0.0, 0.0], [0.0, -0.1, 0.0], [0.0, 0.1, 0.0], [0.0, 0.1, 0.1], [0.1, -0.1, -0.2], [0.0, 0.0, 0.0], [0.0, 0.2, -0.1], [-0.1, 0.0, 0.0], [0.0, 0.0, 0.0], [0.0, 0.0, -0.1], [0.1, -0.1, 0.0], [0.0, 0.0, 0.1], [0.0, -0.1, 0.0], [0.0, 0.0, 0.0], [0.0, 0.0, 0.0], [0.0, 0.0, 0.0], [0.0, 0.0, 0.0], [0.0, 0.0, 0.1], [0.1, 0.0, 0.0], [0.0, 0.0, 0.0], [0.0, 0.0, 0.0], [0.0, 0.1, 0.0], [0.0, 0.0, 0.0], [0.0, 0.1, 0.0], [0.0, 0.0, 0.0], [0.0, 0.0, 0.0], [0.0, 0.0, 0.0], [0.0, 0.0, 0.1]]
}



[6]
{
  "formula": "C16H21N3OS",
  "method": "the ωB97M-V functional and the def2-TZVPD basis",
  "multiplicity": 1,
  "orbital_gap_ev": 8.921,
  "e_above_lowest_kcal_mol": 12.0,
  "e_homo_ev": -8.2,
  "lumo_ev": 0.6827,
  "smiles": "CCCCNC(=O)CSc1nccn1Cc1ccccc1",
  "symbols": ["C", "C", "C", "C", "N", "C", "O", "C", "S", "C", "N", "C", "C", "N", "C", "C", "C", "C", "C", "C", "C", "H", "H", "H", "H", "H", "H", "H", "H", "H", "H", "H", "H", "H", "H", "H", "H", "H", "H", "H", "H", "H"],
  "positions_angstrom": [[-6.1195, -1.1116, -1.9694], [-5.2689, -0.1963, -1.0981], [-4.8767, -0.8692, 0.2150], [-4.0227, 0.0436, 1.0948], [-2.7596, 0.3449, 0.4667], [-2.3720, 1.5899, 0.1639], [-3.0044, 2.5979, 0.4039], [-1.0201, 1.6420, -0.5487], [0.3823, 1.2550, 0.5455], [0.4086, -0.4855, 0.4487], [-0.5261, -1.2497, -0.0714], [-0.0792, -2.5275, 0.0771], [1.1335, -2.5250, 0.6953], [1.4406, -1.2118, 0.9394], [2.6562, -0.6894, 1.5135], [3.5860, -0.1967, 0.4298], [3.8678, 1.1550, 0.2966], [4.6966, 1.5974, -0.7199], [5.2443, 0.6937, -1.6138], [4.9618, -0.6562, -1.4890], [4.1364, -1.0993, -0.4716], [-6.3885, -0.6141, -2.8980], [-5.5753, -2.0217, -2.2130], [-7.0351, -1.3895, -1.4515], [-4.3648, 0.0864, -1.6412], [-5.8210, 0.7199, -0.8801], [-5.7765, -1.1450, 0.7682], [-4.3178, -1.7843, 0.0034], [-3.8393, -0.4398, 2.0617], [-4.5302, 0.9961, 1.2661], [-2.1437, -0.4312, 0.2127], [-0.9790, 0.9366, -1.3774], [-0.8395, 2.6586, -0.8959], [-0.6675, -3.3518, -0.2710], [1.7817, -3.3236, 0.9906], [2.3969, 0.1320, 2.1878], [3.1277, -1.4914, 2.0886], [3.4325, 1.8619, 0.9870], [4.9107, 2.6512, -0.8157], [5.8887, 1.0396, -2.4082], [5.3848, -1.3654, -2.1851], [3.9145, -2.1531, -0.3790]],
  "atomic_forces_ev_per_a": [[0.1, 0.2, 0.1], [-0.1, -0.3, 0.1], [0.1, 0.4, -0.1], [-0.2, -0.1, 0.1], [-0.2, -0.4, 0.0], [0.4, -0.2, -0.2], [-0.2, 0.5, 0.0], [0.1, -0.1, 0.2], [0.0, 0.3, 0.0], [-0.2, 0.1, -0.1], [0.1, 0.3, -0.1], [0.3, -0.2, 0.1], [-0.2, -0.5, -0.1], [-0.5, 0.0, 0.0], [0.4, 0.2, -0.1], [0.1, 0.0, 0.1], [0.0, -0.1, 0.1], [0.1, 0.1, -0.1], [0.0, 0.1, 0.0], [0.0, -0.1, 0.0], [0.0, 0.0, 0.0], [-0.1, 0.0, -0.1], [0.0, -0.1, -0.1], [-0.1, -0.1, 0.0], [0.0, 0.1, 0.0], [0.0, 0.1, 0.0], [0.0, -0.1, 0.0], [0.0, -0.1, 0.0], [-0.1, 0.1, 0.0], [0.0, -0.1, 0.1], [-0.1, 0.3, 0.0], [0.0, 0.1, -0.1], [-0.1, -0.1, 0.0], [0.0, -0.3, 0.0], [0.2, -0.1, 0.1], [0.1, -0.2, 0.0], [-0.1, 0.1, 0.0], [0.0, 0.1, 0.1], [0.0, 0.1, 0.0], [0.1, 0.0, -0.1], [0.0, -0.1, -0.1], [0.0, -0.1, 0.0]]
}



DFT total energy across the listed records, respectively: -19697.076, -19682.948, -8929.588, -59943.998, -333937.756, -34286.797 eV.